1.
DFT (ωB97M-V/def2-TZVPD) results for a structure of composition C38H44BaN4O4 in a non-equilibrium geometry.

Each line ends with the Löwdin charge.
CARTESIAN COORDINATES (ANGSTROEM)
Ba1 1.196672 0.837719 -1.036554  2.239
C1 -0.011872 -5.436410 0.147076  -0.096
C2 0.434899 -5.187137 -1.301253  -0.202
C3 0.231948 -3.758632 -1.707776  -0.144
C4 -0.758973 -3.229566 -2.488403  -0.145
C5 -1.931256 -3.926680 -3.107045  -0.203
C6 -3.203894 -3.741500 -2.267028  -0.094
C7 -0.578308 -1.787937 -2.451954  -0.255
C8 -1.386560 -0.841490 -3.108483  0.045
C9 -1.586917 0.477365 -2.704610  -0.257
C10 -2.467742 1.450176 -3.351295  -0.132
C11 -3.126745 1.277704 -4.684326  -0.197
C12 -4.493785 0.590425 -4.564470  -0.101
C13 -2.586218 2.487287 -2.484217  -0.136
C14 -1.769879 2.144264 -1.317858  -0.259
C15 -1.777565 2.807151 -0.089846  0.044
C16 -1.007553 2.486877 1.042245  -0.252
N1 0.152432 1.796484 1.009532  -0.066
C17 0.599866 1.685504 2.279787  -0.252
C18 1.770441 0.997377 2.638655  0.048
C19 2.390692 -0.006796 1.890400  -0.259
N2 1.825576 -0.590943 0.814067  -0.110
C20 2.538406 -1.702550 0.534038  -0.258
C21 2.103188 -2.703144 -0.338576  0.043
C22 0.998298 -2.630106 -1.204065  -0.253
N3 0.468707 -1.473756 -1.661413  -0.059
C23 3.693002 -1.792384 1.428080  -0.130
C24 3.602070 -0.731164 2.275160  -0.129
C25 4.554533 -0.309311 3.352360  -0.195
C26 4.248073 -0.919104 4.726127  -0.098
C27 4.757063 -2.844889 1.357094  -0.193
C28 4.460034 -4.061745 2.243333  -0.096
C29 -0.334753 2.320857 3.192546  -0.146
C30 -1.341763 2.824974 2.417877  -0.146
C31 -2.651675 3.406813 2.856995  -0.207
C32 -3.752854 2.335722 2.852575  -0.097
C33 -0.215478 2.359721 4.686145  -0.208
C34 0.660294 3.524909 5.163413  -0.103
N4 -1.157500 0.960209 -1.520321  -0.110
C35 -3.309131 3.781705 -2.682749  -0.205
C36 -2.330829 4.892649 -3.091614  -0.086
H1 0.117585 -6.483640 0.436961  0.059
H2 -1.064192 -5.171933 0.266641  0.066
H3 0.564413 -4.807080 0.824876  0.063
H4 -0.123969 -5.848404 -1.968962  0.091
H5 1.492945 -5.453091 -1.396361  0.102
H6 -1.722661 -4.995656 -3.206938  0.091
H7 -2.112346 -3.537852 -4.114167  0.100
H8 -3.086102 -4.227463 -1.296510  0.064
H9 -4.078503 -4.171686 -2.764532  0.059
H10 -3.384376 -2.680697 -2.092414  0.068
H11 -1.979274 -1.199613 -3.945283  0.100
H12 -2.477445 0.685522 -5.332564  0.106
H13 -3.255051 2.250863 -5.165496  0.102
H14 -4.389922 -0.379014 -4.073767  0.062
H15 -4.949942 0.436462 -5.546766  0.059
H16 -5.169186 1.198855 -3.959799  0.067
H17 -2.513361 3.597254 0.029762  0.098
H18 2.177583 1.192637 3.626381  0.095
H19 2.614234 -3.660268 -0.283649  0.099
H20 4.525035 0.779031 3.436390  0.106
H21 5.571910 -0.582341 3.056127  0.102
H22 3.238917 -0.654890 5.047122  0.066
H23 4.959295 -0.561996 5.476326  0.061
H24 4.311060 -2.006704 4.688983  0.050
H25 5.717643 -2.409545 1.648782  0.102
H26 4.854106 -3.176803 0.321628  0.105
H27 4.391513 -3.768325 3.290683  0.050
H28 5.243954 -4.818758 2.149243  0.061
H29 3.505724 -4.511812 1.963064  0.064
H30 -2.941786 4.219236 2.184360  0.098
H31 -2.563045 3.835420 3.859456  0.095
H32 -3.829017 1.893119 1.859464  0.071
H33 -4.725258 2.753898 3.130553  0.059
H34 -3.500586 1.541687 3.557737  0.070
H35 0.210440 1.418889 5.044229  0.102
H36 -1.209818 2.448556 5.134159  0.096
H37 1.670221 3.426518 4.762629  0.067
H38 0.722022 3.564125 6.255017  0.058
H39 0.252135 4.470473 4.802461  0.070
H40 -3.811887 4.069420 -1.753600  0.097
H41 -4.085270 3.669331 -3.445457  0.095
H42 -1.571105 5.016895 -2.320315  0.076
H43 -2.848675 5.844550 -3.242362  0.059
H44 -1.817039 4.618300 -4.013120  0.079
O1 4.806553 2.503317 -2.700446  -0.020
C37 3.671165 2.143360 -2.383057  -0.639
O2 3.340438 1.357500 -1.437048  -0.374
C38 2.421536 2.690745 -3.212599  -0.636
O3 2.622233 3.397334 -4.202609  -0.020
O4 1.302217 2.313631 -2.738862  -0.356

Atomic forces in eV per Å
Ba -0.04 -0.59 0.51
C 0.02 -0.02 -0.12
C -0.07 0.10 0.15
C -0.01 -0.10 -0.22
C 0.14 -0.16 -0.04
C -0.04 0.05 0.12
C 0.06 -0.08 -0.10
C 0.06 0.02 -0.01
C 0.01 -0.07 0.12
C -0.23 -0.03 0.00
C -0.01 0.10 0.03
C -0.09 -0.06 0.10
C 0.08 0.04 -0.06
C -0.08 -0.01 -0.11
C -0.17 -0.08 -0.02
C -0.01 -0.05 0.08
C 0.08 0.00 -0.01
N -0.88 0.47 1.37
C 0.06 -0.06 -0.03
C -0.16 0.04 -0.04
C 0.03 -0.22 0.18
N 0.27 -1.54 1.94
C 0.06 -0.12 0.20
C -0.14 0.03 -0.05
C 0.00 0.04 -0.01
N -0.62 -1.45 -0.20
C 0.08 0.07 0.03
C 0.09 -0.05 -0.08
C -0.12 -0.12 0.01
C 0.05 0.06 -0.08
C -0.14 0.00 0.12
C 0.04 0.05 -0.09
C -0.13 0.21 0.02
C 0.06 0.06 0.12
C 0.03 -0.14 -0.03
C 0.05 0.16 0.05
C 0.07 0.12 -0.06
C -0.05 -0.07 0.00
N -2.52 -0.08 -0.18
C 0.19 0.05 0.00
C -0.15 -0.07 0.03
H 0.02 0.02 0.00
H 0.00 0.00 0.01
H -0.02 -0.01 0.05
H 0.04 -0.01 -0.04
H -0.01 -0.03 -0.03
H 0.02 0.01 -0.08
H 0.03 -0.01 -0.01
H -0.01 0.04 0.02
H 0.00 0.00 0.02
H -0.03 0.00 0.02
H -0.03 0.02 0.01
H 0.01 0.04 -0.04
H 0.04 0.00 -0.02
H -0.02 0.00 0.00
H -0.02 -0.01 0.02
H -0.01 -0.03 0.01
H -0.01 0.00 -0.01
H 0.01 0.01 0.00
H 0.02 0.00 0.02
H 0.09 0.02 -0.03
H 0.02 0.05 0.03
H 0.00 -0.01 0.01
H -0.04 0.00 0.03
H -0.02 -0.03 0.01
H 0.02 -0.03 -0.03
H 0.09 0.03 -0.02
H -0.02 -0.01 0.03
H -0.03 -0.02 0.01
H 0.01 -0.02 0.01
H 0.01 0.04 0.03
H 0.02 0.04 -0.02
H -0.03 -0.04 0.01
H 0.01 -0.01 -0.01
H -0.02 -0.03 -0.02
H -0.04 -0.02 0.02
H 0.01 -0.02 0.01
H 0.00 0.03 0.00
H 0.01 0.00 -0.01
H 0.02 0.02 0.01
H -0.06 0.00 -0.02
H -0.02 -0.01 0.01
H 0.04 0.03 -0.04
H 0.02 0.01 0.01
H 0.05 0.02 0.01
O -0.19 -0.11 0.11
C 0.55 0.45 -0.47
O 3.13 0.72 -0.55
C 0.50 0.40 -0.49
O -0.11 -0.12 0.16
O 0.07 2.10 -2.40

Output
2S+1 = 1
Frontier orbital gap = 5.56 eV
Net charge = -2
HOMO = -1.413 eV
Calculated total energy = -2020.0150 hartree
Energy above the lowest of the compared OMol25 structures with the same formula, charge and spin = 71.6 kcal per mole


2.
DFT (ωB97M-V/def2-TZVPD) results for a structure of composition C38H44BeClF2IMgNO14S in a non-equilibrium geometry.

Each line ends with the Löwdin charge.
CARTESIAN COORDINATES (ANGSTROEM)
C1 2.585679 3.307726 2.078193  0.064
C2 2.029377 4.383744 2.314948  -0.104
C3 0.983147 5.558640 2.438101  -0.174
C4 -0.380251 4.983556 3.011673  -0.178
C5 -1.288041 4.234954 1.939329  -0.147
C6 -0.969713 2.703910 1.767648  -0.094
C7 -1.383199 1.672018 2.809664  -0.118
C8 -2.187777 2.213293 4.055715  -0.100
C9 -3.745937 2.319629 3.641760  -0.752
O1 -4.500062 2.629190 4.531418  -0.006
I1 -4.453316 1.951975 1.619693  0.819
C10 -1.072129 0.209551 2.649136  -0.041
C11 -1.559057 -0.793842 3.745817  -0.057
C12 -0.464493 -1.840583 4.199288  -0.330
C13 -0.825047 -3.376228 3.774511  -0.125
F1 0.913574 -1.460839 3.838025  -0.151
C14 -0.324720 -0.230797 1.412504  -0.072
F2 -0.016405 -1.586616 1.215390  0.024
C15 0.100366 0.719227 0.356377  0.028
C16 -0.238230 2.192657 0.557295  0.003
C17 0.215040 3.133658 -0.640760  -0.269
O2 0.713781 4.227089 -0.490215  0.091
C18 -0.007234 2.490585 -2.078141  -0.015
C19 -0.558984 3.245392 -3.239981  0.050
C20 -0.777227 2.523916 -4.533924  -0.075
C21 -1.472665 3.347595 -5.727609  -0.292
N1 -1.132267 4.740608 -5.816492  -0.080
C22 -0.400337 1.087481 -4.717032  0.002
C23 -0.641797 0.582198 -6.167938  -0.537
O3 0.366484 0.898643 -6.980459  -0.094
O4 -1.709163 -0.047178 -6.567415  -0.020
C24 0.149614 0.283311 -3.566729  -0.045
C25 0.508508 -1.224909 -3.793115  -0.143
C26 -0.746575 -2.174758 -4.053995  -0.161
C27 -0.263220 -3.679801 -3.744664  -0.199
C28 -0.754328 -4.738761 -4.814225  -0.204
C29 0.191343 -6.040468 -4.839254  -0.217
C30 -0.267461 -7.175563 -3.831886  -0.214
C31 0.116702 -6.897787 -2.311292  -0.176
C32 -0.059337 -8.178446 -1.372978  -0.240
O5 -1.312450 -8.864691 -1.578440  -0.225
C33 -2.398079 -8.099056 -1.020744  -0.119
C34 0.316355 1.009364 -2.274914  0.015
C35 0.845645 0.276542 -0.970428  -0.257
O6 1.752981 -0.529004 -0.965377  0.097
H1 2.993903 2.264993 2.139552  0.056
H2 0.856072 6.089623 1.453272  0.103
H3 1.400255 6.323051 3.173467  0.112
H4 -0.996085 5.868698 3.385506  0.122
H5 -0.151883 4.367739 3.938999  0.098
H6 -2.364260 4.296270 2.312072  0.089
H7 -1.296375 4.768119 0.933159  0.120
H8 -1.893145 3.266614 4.337185  0.116
H9 -2.030670 1.579199 4.977882  0.110
H10 -2.001268 -0.306128 4.662981  0.121
H11 -2.413343 -1.394484 3.282362  0.143
H12 -0.491893 -1.846251 5.345061  0.121
H13 -1.861616 -3.466720 3.294920  0.046
H14 -0.070413 -3.826248 3.053351  0.080
H15 -0.846765 -4.052357 4.702461  0.073
H16 -0.835856 4.333012 -3.160849  0.115
H17 -1.383072 2.822659 -6.729634  0.020
H18 -2.583946 3.285238 -5.464450  0.150
H19 -0.877570 4.934563 -6.835040  -0.011
H20 -1.968942 5.297629 -5.576045  0.091
H21 1.148362 -1.263632 -4.739224  0.136
H22 1.133550 -1.689624 -2.981608  0.100
H23 -1.059986 -2.124826 -5.134914  0.095
H24 -1.553889 -1.884921 -3.322774  0.121
H25 0.876643 -3.678443 -3.792566  0.104
H26 -0.535972 -4.015869 -2.702443  0.106
H27 -0.810693 -4.323895 -5.875810  0.108
H28 -1.803932 -5.138023 -4.606960  0.113
H29 1.241210 -5.697806 -4.548092  0.103
H30 0.213654 -6.482838 -5.884424  0.103
H31 -1.376316 -7.404838 -3.967548  0.112
H32 0.259488 -8.152281 -4.108864  0.114
H33 1.188998 -6.529095 -2.230634  0.121
H34 -0.611863 -6.123821 -1.910867  0.098
H35 -0.019235 -7.795578 -0.295482  0.120
H36 0.791237 -8.919621 -1.460744  0.121
H37 -3.042532 -7.711267 -1.880866  0.093
H38 -2.069817 -7.198711 -0.425272  0.094
H39 -3.099029 -8.717942 -0.377300  0.093
Be1 -0.436296 2.414332 -7.935832  0.127
C36 6.015156 5.958523 3.716286  -0.147
C37 5.763919 4.587711 4.263958  -0.138
O7 5.014076 4.834666 5.442829  0.078
C38 4.416719 6.038945 5.281310  -0.560
O8 3.580648 6.477306 6.002120  0.171
O9 4.892358 6.683509 4.178664  0.050
H40 6.062404 5.972498 2.627053  0.132
H41 6.927611 6.411032 4.116343  0.129
H42 5.160626 3.976606 3.587136  0.117
H43 6.687611 4.056139 4.495262  0.131
O10 -3.170205 -4.343058 2.270188  -0.492
H44 -3.869411 -4.017060 1.704774  -0.151
Mg1 1.304670 -3.152544 4.806502  0.953
Cl1 0.474758 3.740024 -7.667357  0.598
O11 0.119459 0.952908 6.112850  -0.355
S1 0.649719 2.127916 6.856775  0.217
O12 -0.005809 2.210602 8.172934  -0.307
O13 0.375225 3.354705 6.085340  -0.344
O14 2.104656 1.975928 7.044569  -0.299

Atomic forces in eV per Å
C -0.64 0.90 1.21
C -0.74 -0.81 -0.93
C 1.21 -0.85 0.69
C -0.08 0.68 0.03
C -0.52 -0.63 0.38
C 1.23 -2.66 -0.94
C 1.49 -0.06 -1.44
C 0.17 -0.48 -1.95
C 0.36 0.55 3.58
O 0.65 -0.57 -2.17
I 0.09 -0.01 0.27
C 0.72 2.06 -1.37
C -0.14 -0.48 -1.07
C -2.54 -0.54 0.98
C 1.61 0.37 0.60
F -0.88 -0.44 0.13
C -0.22 1.99 -0.04
F -0.69 2.18 0.62
C -1.50 1.04 1.88
C -0.60 -1.37 0.95
C -0.27 -1.00 0.06
O -0.89 -0.97 -0.39
C -0.58 -1.61 -2.38
C 0.68 -2.64 0.01
C 1.26 -0.91 0.99
C -2.00 -1.11 2.76
N -0.58 0.94 -1.34
C -0.36 1.65 2.35
C -2.08 -2.52 -1.39
O -2.87 1.77 -0.69
O 4.00 2.95 1.87
C -0.51 2.34 0.09
C 0.02 0.15 -0.84
C 0.83 -0.66 0.77
C 0.17 0.20 -0.80
C -0.08 -1.09 -0.16
C -0.23 0.27 0.41
C 0.67 -0.72 0.01
C -0.94 -0.43 -0.15
C 0.42 0.75 0.43
O 0.47 0.99 0.93
C -1.33 0.54 -0.57
C -0.59 1.18 -0.62
C -0.62 0.57 0.17
O -1.07 0.75 -0.07
H -0.53 1.83 -0.27
H 0.15 -0.80 0.88
H -0.53 -1.05 -0.85
H 0.81 -0.99 -0.53
H -0.24 0.50 -1.21
H 1.30 -0.07 -0.46
H 0.28 -0.75 1.32
H -0.21 -1.26 -0.35
H -0.43 0.79 -1.05
H 0.94 -0.30 -1.19
H 1.12 0.57 0.53
H 0.39 0.59 -1.29
H 0.01 -0.36 -0.49
H -0.98 0.54 0.29
H -0.08 0.80 -0.90
H 0.46 -1.36 -0.04
H -0.93 0.07 1.29
H 1.27 -0.32 -0.60
H -0.65 0.27 2.32
H 0.74 -0.38 -0.30
H -0.69 0.08 1.18
H -0.73 0.97 -0.61
H 0.00 0.20 1.33
H 0.54 -0.28 -1.10
H -1.34 -0.05 0.06
H 0.21 0.49 -1.10
H 0.29 -0.17 1.46
H 1.18 0.78 -0.08
H -1.19 -0.59 -0.58
H 0.02 0.58 1.20
H 1.36 0.46 0.37
H -0.59 1.21 0.19
H -1.34 -0.31 -0.07
H 1.14 -0.65 -0.38
H -0.02 -0.52 -1.23
H -1.08 0.69 -0.32
H 0.79 -0.36 1.03
H -0.19 -1.03 -0.52
H 1.15 0.42 -0.69
Be -0.18 -6.66 1.41
C 0.47 0.21 -0.53
C 0.32 -0.98 -0.25
O 0.09 0.45 -0.13
C -0.75 0.08 0.56
O 0.26 0.08 -0.19
O -0.17 0.02 0.21
H -0.14 0.10 0.07
H -0.03 0.00 0.04
H -0.02 0.07 0.02
H -0.13 0.00 0.18
O 0.93 0.17 0.72
H -0.18 0.26 -0.12
Mg 0.43 0.00 0.20
Cl 4.45 4.30 -1.79
O -0.02 -0.64 -0.40
S -0.04 0.97 0.06
O 0.14 -0.16 -0.02
O -0.30 -0.29 -0.19
O -0.05 -0.51 0.04

Output
2S+1 = 1
Frontier orbital gap = 2.35 eV
Net charge = -1
HOMO = -4.579 eV
Calculated total energy = -4152.6562 hartree


calculated total energy of number 1 (C38H44BaN4O4)? -2020.0150 hartree


Which value of net charge does entry 1 give? -2